Entry 1:
C42H34AsIrN2O6 as an isolated structure. Source: OMol25; level of theory: ωB97M-V/def2-TZVPD.

Geometry as XYZ:
```
86
Properties=species:S:1:pos:R:3:forces:R:3
Ir -0.5972 -1.9985 0.3873 1.32 -1.61 3.79
O 1.0434 -1.8724 -0.8989 -0.40 0.09 -0.97
C 2.0260 -2.7090 -1.0087 -0.28 0.02 0.18
C 2.7722 -2.7268 -2.2098 0.07 0.12 -0.05
C 3.7871 -3.6280 -2.4145 -0.01 -0.03 0.13
C 4.1276 -4.5577 -1.4233 0.25 -0.08 -0.24
C 3.4702 -4.5210 -0.2212 -0.28 0.18 0.12
C 2.4336 -3.6005 0.0243 0.26 -0.07 -0.63
C 1.8396 -3.5746 1.3198 -0.17 0.28 0.82
N 0.9357 -2.7520 1.7219 -0.29 0.20 -1.19
C 0.4417 -2.8901 3.0842 -0.09 0.11 0.13
C -0.5325 -1.7628 3.3686 0.16 -0.09 0.17
N -1.4999 -1.7164 2.2885 -0.20 0.88 -1.24
C -2.5400 -0.9530 2.3665 0.73 -0.53 0.69
C -3.6172 -1.0009 1.4409 -0.51 0.23 -0.80
C -4.7425 -0.1767 1.6286 0.34 -0.21 0.14
C -5.8806 -0.3437 0.8860 -0.38 0.09 -0.16
C -5.9256 -1.3633 -0.0781 0.04 0.14 0.08
C -4.8269 -2.1442 -0.3277 -0.12 -0.04 -0.02
C -3.6130 -1.9640 0.3817 0.29 -0.15 0.08
O -2.5891 -2.6916 0.0838 -0.59 0.58 -0.99
H 2.4985 -1.9991 -2.9627 -0.04 -0.04 -0.06
H 4.3251 -3.6217 -3.3537 0.02 -0.02 -0.04
H 4.9035 -5.2877 -1.6059 0.05 0.00 0.02
H 3.7444 -5.2149 0.5661 -0.01 0.00 0.04
H 2.2211 -4.3112 2.0332 0.04 0.00 0.06
H 1.2683 -2.8574 3.7995 0.00 -0.04 0.03
H -0.0811 -3.8465 3.1846 0.03 0.02 -0.01
H 0.0233 -0.8204 3.4409 -0.03 0.01 -0.02
H -1.0296 -1.9432 4.3253 -0.02 0.06 0.03
H -2.6469 -0.2776 3.2201 -0.11 -0.13 0.21
H -4.7094 0.5817 2.4035 0.01 -0.01 0.08
H -6.7475 0.2779 1.0622 -0.02 0.03 -0.01
H -6.8414 -1.5287 -0.6319 -0.03 -0.01 -0.05
H -4.8442 -2.9291 -1.0726 0.01 -0.04 -0.04
C 4.6075 4.8644 -1.6659 0.00 -0.05 -0.03
C 4.6699 3.6366 -2.3072 0.08 0.03 0.03
C 3.7954 2.6245 -1.9434 -0.18 -0.15 0.04
C 2.8419 2.8160 -0.9419 -0.14 -0.04 -0.14
C 2.7615 4.0673 -0.3388 -0.08 0.00 0.04
C 3.6417 5.0796 -0.6936 0.00 0.07 0.04
As 1.9127 1.1280 -0.4902 0.35 0.10 0.16
C 2.8769 0.9004 1.2111 -0.13 -0.06 0.12
C 2.8501 1.8340 2.2440 0.00 0.01 -0.03
C 3.5368 1.6056 3.4259 0.03 0.05 0.00
C 4.2870 0.4477 3.5823 -0.03 -0.02 -0.04
C 4.3489 -0.4718 2.5473 0.13 -0.04 0.04
C 3.6508 -0.2451 1.3696 -0.20 -0.03 -0.28
C 0.0571 1.7191 0.1464 0.30 0.43 0.24
C -0.4332 3.0319 -0.4727 0.85 0.15 0.41
C -0.4936 4.2037 0.4573 -0.17 0.04 -0.05
C -0.5121 4.0329 1.7776 0.10 0.05 -0.14
C -0.4142 2.7028 2.3662 -0.06 -0.05 0.00
C -0.1650 1.6350 1.6099 -0.08 -0.28 0.15
H 5.3102 5.6472 -1.9196 -0.04 0.02 -0.03
H 5.4051 3.4621 -3.0821 0.01 -0.01 0.01
H 3.8468 1.6559 -2.4307 0.08 0.06 -0.06
H 2.0055 4.2628 0.4107 0.11 0.02 0.06
H 3.5849 6.0401 -0.1969 -0.04 0.01 0.00
H 2.2907 2.7504 2.1269 0.00 0.05 0.05
H 3.4965 2.3377 4.2229 0.00 0.02 -0.01
H 4.8328 0.2741 4.5009 -0.01 -0.02 0.01
H 4.9499 -1.3669 2.6518 -0.02 0.00 -0.02
H 3.7115 -0.9559 0.5538 -0.05 -0.15 0.06
H 0.1462 3.2829 -1.3696 -0.18 -0.05 0.01
H -0.5954 5.1757 -0.0064 0.05 0.05 0.07
H -0.5822 4.8840 2.4431 -0.06 0.04 -0.05
H -0.5270 2.6142 3.4396 0.03 -0.11 -0.03
H -0.0714 0.6395 2.0225 -0.02 -0.06 -0.01
O -1.7745 2.7173 -0.9021 -0.92 -2.05 -0.69
C -1.8160 1.3841 -1.1268 3.25 0.87 1.67
O -0.7926 0.7206 -0.5075 -2.62 1.65 -2.00
C -2.6952 0.7775 -2.0141 -1.19 -0.83 -0.77
C -3.7585 1.5161 -2.5974 0.39 -0.18 0.30
C -4.6638 0.9181 -3.4578 -0.22 0.42 -0.03
C -4.4930 -0.4192 -3.7367 0.07 -0.93 -0.32
O -5.2200 -1.2279 -4.5821 0.47 1.28 0.75
C -4.6716 -2.5259 -4.4349 -0.17 -1.05 -0.05
O -3.4944 -2.4411 -3.6512 0.18 0.46 0.09
C -3.4414 -1.1534 -3.1843 -0.39 -0.21 -0.24
C -2.5313 -0.6052 -2.3369 0.23 0.32 0.13
H -3.8465 2.5655 -2.3555 -0.11 0.01 0.01
H -5.4791 1.4816 -3.8897 0.03 -0.01 -0.01
H -4.4383 -2.9451 -5.4173 0.07 0.19 0.05
H -5.3978 -3.1773 -3.9289 0.07 0.19 0.01
H -1.7075 -1.1768 -1.9362 0.19 -0.16 0.21
```
Forces are in eV/Å.

Properties
F_max, eV/A: 4.32
E_tot, hartree: -4521.7142
Gap between HOMO and LUMO (spin up / spin down), eV: 3.6 / 3.7
Energy relative to the best compared isomer or geometry (same formula, charge and spin), kcal/mol: 148.8

---

Entry 2:
A 2-piece molecular cluster, C2H6S2 overall. Source: OMol25; level of theory: ωB97M-V/def2-TZVPD.

Geometry as XYZ:
```
10
Properties=species:S:1:pos:R:3:forces:R:3
C -3.4294 0.9728 -2.5780 -0.57 -0.10 0.50
C -2.2195 1.1001 -3.1114 -0.13 0.24 0.86
H -3.9552 1.7778 -2.0687 -0.29 0.47 -1.15
H -3.9732 0.0364 -2.4950 0.67 -0.34 0.57
H -1.8873 2.0779 -3.4390 0.44 0.04 0.56
H -1.5052 0.2959 -2.9729 -0.12 -0.32 -1.33
S 1.4194 -0.4827 2.4039 0.07 -0.06 0.33
S 1.2743 -0.5432 0.3204 0.02 -0.01 0.01
H 1.7246 -1.7768 2.5582 -0.02 -0.03 -0.10
H 0.8956 0.7369 0.3404 -0.08 0.10 -0.25
```
Forces are in eV/Å.

Properties
Structure (SMILES): C=C.SS
F_max, eV/A: 1.37
E_tot, hartree: -876.0973
Gap between HOMO and LUMO, eV: 8.8
Energy relative to the best compared isomer or geometry (same formula, charge and spin), kcal/mol: 45.9

---

Entry 3:
An isolated ion of composition C11H6N5O7 and charge -1. Source: OMol25; level of theory: ωB97M-V/def2-TZVPD.

Geometry as XYZ:
```
29
Properties=species:S:1:pos:R:3:forces:R:3
O -0.8073 0.6918 -2.6375 2.37 0.31 -0.52
N 0.4145 0.8057 -2.8277 -1.17 -0.19 -2.39
O 0.9293 0.8702 -3.9782 -1.05 -0.19 1.91
C 1.3337 0.9279 -1.7277 0.08 0.23 1.11
C 2.6552 1.2877 -1.9879 -0.18 0.01 0.26
C 3.5152 1.5271 -0.9214 -0.05 0.04 0.15
C 3.0317 1.4868 0.3984 -0.15 -0.17 -0.39
C 1.7152 1.1154 0.6627 0.24 -0.06 -0.16
C 0.8756 0.7633 -0.3973 -0.44 -0.35 -0.18
O -0.3776 0.2916 -0.2171 0.65 1.18 0.31
C -0.7048 -0.7146 0.7605 0.09 -0.72 -0.05
C -1.4814 -1.7297 -0.0584 0.43 0.12 -0.11
N -0.7497 -2.2410 -1.1617 -0.13 -0.62 -0.19
O 0.4842 -2.0086 -1.2072 -1.29 -0.38 -0.07
O -1.3439 -2.9199 -2.0295 0.82 0.75 0.89
C -2.8601 -1.9160 0.0475 -0.01 0.77 0.76
N -3.6139 -1.3807 1.0260 -0.75 -1.18 -1.84
C -3.0015 -0.5898 1.8896 -0.19 1.42 2.52
N -3.5936 -0.1033 3.0380 1.98 -1.11 -2.08
O -2.5468 0.4660 3.7498 1.06 0.32 -0.68
N -1.3040 0.3801 2.9986 -1.93 -0.56 -1.69
O -0.2966 0.8737 3.4897 -0.08 -0.23 -0.04
C -1.6222 -0.2000 1.8063 -0.14 0.14 2.49
H 2.9613 1.3813 -3.0280 -0.01 -0.04 0.35
H 4.5597 1.7656 -1.1252 -0.31 0.02 0.12
H 3.6847 1.7361 1.2325 -0.08 -0.03 -0.20
H 1.3096 1.1072 1.6748 0.16 -0.11 -0.20
H 0.1985 -1.1469 1.2445 -0.18 0.42 -0.56
H -3.3652 -2.5269 -0.7139 0.27 0.23 0.48
```
Forces are in eV/Å.

Properties
Structure (SMILES): O=[N+]([O-])c1ccccc1O[C@@H]1C(=[N+]([O-])[O-])C=Nc2no[n+]([O-])c21
Net charge: -1
F_max, eV/A: 3.08
E_tot, hartree: -1222.9746
Gap between HOMO and LUMO, eV: 6.8
Energy relative to the best compared isomer or geometry (same formula, charge and spin), kcal/mol: 0.0

---

Entry 4:
C49H83AlBN2O31 as an isolated structure. Source: OMol25; level of theory: ωB97M-V/def2-TZVPD.

Geometry as XYZ:
```
167
Properties=species:S:1:pos:R:3:forces:R:3
C 1.9023 4.0170 1.5265 0.22 -0.92 0.87
C 2.7542 3.3143 2.7803 4.50 1.56 -0.89
O 4.0851 3.4239 2.7522 -7.52 -0.99 0.43
N 1.9260 2.6523 3.8623 2.08 0.14 -0.65
C 2.5611 1.3093 4.2789 0.71 -0.60 0.39
C 2.3355 0.1699 3.1150 1.21 0.16 -0.68
C 2.1444 -1.3584 3.6789 0.30 0.16 1.42
C 0.5948 -1.7992 3.9836 1.05 -0.92 0.84
Al -0.6752 -1.6518 2.3647 0.30 -1.04 0.37
C 0.0922 -2.3794 0.6068 -0.07 0.10 -1.12
C 1.1316 -1.3776 -0.1697 -0.33 -1.71 -1.44
C 2.1956 -2.3645 -1.0004 0.21 0.39 0.49
C 3.6178 -2.4517 -0.1536 -1.84 -0.45 0.19
N 4.7925 -2.8079 -1.0378 1.62 3.22 0.90
C 5.9171 -3.3037 -0.1179 1.18 -1.00 0.69
C 5.3583 -1.6116 -1.7739 5.10 -0.97 -1.62
C 4.5909 -0.1934 -2.0708 -0.37 -0.65 0.01
O 6.6304 -1.7166 -2.2411 -7.08 0.64 2.59
B -1.4980 0.2688 2.1816 -0.37 1.29 -0.04
O -1.0434 1.3697 3.1012 -0.06 -0.08 -3.23
O -2.5449 0.4562 1.1463 2.33 1.27 0.14
H 1.6580 3.1580 0.7449 0.51 1.80 1.63
H 0.8909 4.4254 1.9545 1.96 -0.74 -0.88
H 2.5532 4.8533 1.0220 -1.31 -1.77 1.07
H 1.9467 3.2873 4.7022 0.00 -0.67 -1.22
H 2.1002 0.9603 5.3050 0.59 0.80 -2.16
H 3.7209 1.4894 4.4796 -2.39 -0.58 -0.50
H 3.3410 0.1599 2.4715 -2.04 0.13 1.28
H 1.4954 0.5244 2.3634 1.42 -0.84 1.80
H 2.7117 -1.3950 4.7287 -0.76 0.15 -2.19
H 2.7308 -2.1401 2.9936 -1.53 1.78 1.27
H 0.1676 -1.2782 4.9692 1.05 -0.84 -1.97
H 0.6306 -2.9607 4.2579 0.01 2.27 -0.43
H -1.9385 -2.5915 2.7200 -0.28 -0.13 0.22
H 0.5790 -3.4429 0.7826 -0.86 2.03 -0.43
H -0.8370 -2.5262 -0.1282 1.97 0.06 1.50
H 1.7081 -0.6250 0.5161 -1.04 -1.40 -1.33
H 0.5168 -0.8061 -1.0062 1.41 -0.89 2.05
H 2.3253 -1.9762 -2.0995 0.15 -0.68 2.08
H 1.7526 -3.4587 -1.0762 0.86 2.36 0.15
H 3.7724 -1.4680 0.4702 -0.13 -1.78 -1.21
H 3.4812 -3.3387 0.6307 0.38 2.01 -1.72
H 5.5160 -4.1204 0.6479 0.54 1.88 -1.78
H 6.3549 -2.4110 0.5290 -0.93 -1.98 -1.46
H 6.7840 -3.8377 -0.7198 -1.90 1.42 1.09
H 5.3824 0.5854 -2.4401 -1.44 -1.82 0.64
H 4.0581 0.2536 -1.1143 0.95 -1.19 -1.99
H 3.7882 -0.4074 -2.9252 1.69 0.62 1.97
H -0.5360 2.0318 2.5338 -1.03 -0.92 1.14
H -2.0633 0.7441 0.3072 -0.94 -0.59 1.33
C 9.6519 1.2677 1.3404 -0.34 0.48 0.00
C 9.2954 0.1947 2.3503 0.59 0.97 -0.50
C 9.9487 -1.1254 2.0733 0.83 -0.32 -0.03
O 9.0249 -2.0550 2.6150 -0.82 0.23 0.05
C 7.7984 -1.4508 2.5777 -2.24 -1.06 0.47
O 6.7434 -2.0239 2.7778 2.39 1.28 -0.32
O 7.9139 -0.1208 2.2819 -0.24 -1.09 0.29
H 9.1493 1.0955 0.3824 0.15 -0.20 0.16
H 9.3136 2.2462 1.6978 0.10 -0.13 -0.06
H 10.7320 1.3201 1.1737 -0.10 -0.07 0.09
H 9.5165 0.5419 3.3668 0.00 -0.12 -0.04
H 10.9204 -1.2191 2.5679 -0.22 -0.12 -0.01
H 10.0746 -1.3384 1.0057 -0.08 0.19 0.04
C 5.5723 6.5930 0.5892 0.17 -0.52 -0.12
C 5.2034 7.3339 -0.6809 0.76 -0.33 1.08
C 4.4103 8.5814 -0.4344 0.18 0.77 0.41
O 3.6333 8.7004 -1.6148 -0.23 -0.72 -0.50
C 3.4909 7.4356 -2.1154 -1.48 -0.77 -1.74
O 2.7213 7.1321 -3.0082 1.66 0.71 1.88
O 4.3233 6.5575 -1.4781 -0.80 0.64 -0.72
H 4.7025 6.0863 1.0214 0.08 0.22 -0.05
H 6.3085 5.8129 0.3677 -0.11 0.13 0.10
H 6.0027 7.2660 1.3367 -0.05 0.00 -0.14
H 6.1028 7.5451 -1.2718 -0.11 0.08 -0.01
H 5.0493 9.4607 -0.3068 -0.20 -0.09 -0.14
H 3.7335 8.5099 0.4246 0.12 -0.16 -0.02
C -6.2253 -0.9401 -0.9613 0.10 -0.01 -0.61
C -5.9290 -2.2380 -0.2362 -0.56 0.93 -0.53
C -5.8354 -2.0819 1.2514 -0.41 0.25 0.72
O -4.9354 -3.1135 1.6214 0.44 -0.29 -0.72
C -4.1476 -3.3522 0.5292 2.55 -1.47 0.41
O -3.1381 -4.0321 0.5449 -2.55 1.33 -0.30
O -4.6409 -2.7232 -0.5803 0.34 -0.49 0.56
H -5.3491 -0.2826 -0.9749 -0.10 -0.15 0.29
H -6.4774 -1.1441 -2.0074 -0.03 0.05 0.13
H -7.0654 -0.4076 -0.5055 0.08 -0.12 0.02
H -6.6662 -3.0024 -0.5100 0.03 -0.01 0.09
H -6.8022 -2.2225 1.7447 0.20 -0.11 0.00
H -5.4150 -1.1205 1.5672 0.03 -0.02 -0.23
C -2.7214 0.3685 -5.5321 0.20 0.11 -0.10
C -1.9725 -0.0930 -4.2974 -0.90 -0.43 -1.23
C -2.8666 -0.3729 -3.1276 -0.64 -0.90 0.32
O -2.0281 -0.1009 -2.0168 1.16 1.13 -0.02
C -1.0958 0.8032 -2.4458 0.97 0.78 1.09
O -0.3386 1.4108 -1.7116 -1.43 -0.97 -1.29
O -1.1299 0.9373 -3.8062 0.45 0.25 1.34
H -3.0794 1.3977 -5.4190 0.03 -0.53 0.28
H -2.0526 0.3654 -6.3993 -0.14 -0.06 0.11
H -3.5713 -0.2837 -5.7542 0.28 0.06 0.10
H -1.3466 -0.9614 -4.5359 -0.09 0.02 0.15
H -3.2064 -1.4130 -3.1049 0.32 0.71 0.38
H -3.7415 0.2850 -3.0754 0.08 0.08 -0.18
C -0.5014 4.6864 -9.0687 -0.03 0.05 -0.57
C -1.8037 4.2910 -8.4008 0.94 0.80 -0.34
C -1.6403 3.8903 -6.9660 0.33 0.50 0.78
O -2.7002 2.9681 -6.7728 -0.38 -0.10 -1.17
C -2.9742 2.4284 -7.9993 -1.40 -1.81 -0.29
O -3.6891 1.4600 -8.1801 1.45 2.12 0.28
O -2.3363 3.1172 -8.9936 -0.64 -0.72 0.61
H 0.1247 3.8103 -9.2701 -0.13 0.08 0.26
H -0.7040 5.1535 -10.0384 0.06 -0.02 0.16
H 0.0636 5.3975 -8.4587 -0.14 -0.09 -0.01
H -2.5437 5.0933 -8.5076 0.02 -0.09 0.09
H -1.7432 4.7399 -6.2839 -0.07 -0.26 -0.04
H -0.6919 3.3827 -6.7563 -0.03 0.07 -0.15
C -4.8344 -6.7412 -3.4692 -0.58 0.00 0.03
C -4.2441 -5.7478 -4.4506 -0.16 -1.08 0.62
C -2.7679 -5.5504 -4.2838 0.65 -0.80 0.00
O -2.5751 -4.2176 -4.7282 -1.15 1.14 0.04
C -3.7608 -3.5659 -4.5282 0.05 1.42 -0.15
O -3.9049 -2.3600 -4.6100 -0.11 -2.70 -0.35
O -4.7605 -4.4466 -4.2204 0.56 1.14 -0.36
H -4.8936 -6.3173 -2.4608 0.26 0.00 -0.19
H -5.8594 -6.9931 -3.7615 0.13 -0.03 0.03
H -4.2521 -7.6668 -3.4347 0.02 0.16 -0.08
H -4.4927 -6.0370 -5.4788 0.05 0.07 -0.04
H -2.1847 -6.2458 -4.8955 -0.27 0.73 0.51
H -2.4287 -5.6254 -3.2444 -0.22 0.01 -0.01
C -3.4434 -8.4590 -9.4786 0.33 0.23 -0.41
C -2.6944 -8.9206 -8.2439 -0.63 -0.15 -1.15
C -3.5885 -9.2004 -7.0741 -0.67 -0.64 0.12
O -2.7500 -8.9284 -5.9633 0.75 0.75 -0.02
C -1.8177 -8.0243 -6.3922 1.57 0.85 1.01
O -1.0605 -7.4167 -5.6581 -1.23 -1.74 -1.84
O -1.8518 -7.8902 -7.7527 0.22 0.05 1.29
H -3.8014 -7.4298 -9.3654 -0.03 -0.22 0.18
H -2.7745 -8.4621 -10.3458 -0.15 -0.04 0.11
H -4.2932 -9.1112 -9.7006 0.13 0.02 0.10
H -2.0686 -9.7889 -8.4823 -0.06 0.05 0.12
H -3.9284 -10.2405 -7.0514 0.12 0.19 0.15
H -4.4634 -8.5425 -7.0218 0.10 0.03 -0.16
C -2.8689 0.8685 5.2067 0.49 0.35 0.32
C -3.2179 0.7393 6.6764 0.47 -0.71 -1.51
C -4.5556 0.1085 6.9184 -0.19 -0.88 -0.29
O -4.9600 0.6871 8.1483 0.24 1.20 0.56
C -4.3272 1.8965 8.2355 -0.13 1.08 0.83
O -4.5904 2.7523 9.0600 0.44 -1.41 -1.29
O -3.3640 2.0184 7.2725 -1.08 0.36 1.43
H -3.4527 1.6619 4.7272 -0.07 -0.20 0.14
H -1.8155 1.1462 5.0945 -0.35 -0.18 -0.06
H -3.0332 -0.0708 4.6704 0.09 0.02 0.10
H -2.4234 0.2030 7.2092 -0.14 0.02 0.03
H -4.4901 -0.9800 7.0108 -0.07 0.24 0.11
H -5.3020 0.3531 6.1541 0.19 0.07 -0.03
C -2.9394 5.9146 9.3067 0.25 0.19 -0.43
C -2.1905 5.4530 10.5414 -0.76 -0.25 -1.25
C -3.0845 5.1732 11.7111 -0.71 -0.73 0.06
O -2.2460 5.4452 12.8220 0.86 0.75 -0.02
C -1.3137 6.3493 12.3930 1.34 1.07 1.21
O -0.5565 6.9569 13.1271 -1.51 -1.22 -1.45
O -1.3478 6.4834 11.0325 0.32 0.12 1.36
H -3.2974 6.9438 9.4198 0.00 -0.18 0.21
H -2.2705 5.9115 8.4394 -0.15 -0.06 0.10
H -3.7892 5.2624 9.0846 0.20 -0.04 0.10
H -1.5646 4.5847 10.3029 -0.10 0.05 0.10
H -3.4244 4.1331 11.7339 0.11 0.21 0.08
H -3.9594 5.8311 11.7634 0.11 0.02 -0.17
```
Forces are in eV/Å.

Properties
Net charge: -1
F_max, eV/A: 7.60
E_tot, hartree: -4626.0962
Gap between HOMO and LUMO, eV: 5.6

---

> Which of these has the lowest F_max?

C2H6S2

---

> The lowest E_tot belongs to which entry?

C49H83AlBN2O31

---

> What is the E_tot in the first record?

-4521.7142 hartree

---

> Which value of E_tot does entry 3 give?

-1222.9746 hartree